{
  "formula": "C29H71F5O7Si2",
  "method": "wB97M-V/def2-TZVPD",
  "e_tot_ev": -74899.1103,
  "homo_energy_ev": -9.6,
  "charge": 0,
  "homo_lumo_gap_ha": 0.3746,
  "multiplicity": 1,
  "species": ["F", "C", "F", "F", "C", "F", "F", "C", "C", "C", "Si", "O", "Si", "H", "H", "H", "H", "H", "H", "H", "H", "H", "H", "H", "C", "C", "O", "C", "C", "H", "H", "H", "H", "H", "H", "H", "H", "H", "H", "C", "C", "O", "C", "C", "H", "H", "H", "H", "H", "H", "H", "H", "H", "H", "C", "C", "O", "C", "C", "H", "H", "H", "H", "H", "H", "H", "H", "H", "H", "C", "C", "O", "C", "C", "H", "H", "H", "H", "H", "H", "H", "H", "H", "H", "C", "C", "O", "C", "C", "H", "H", "H", "H", "H", "H", "H", "H", "H", "H", "C", "C", "O", "C", "C", "H", "H", "H", "H", "H", "H", "H", "H", "H", "H"],
  "xyz": [[1.3333, -3.0244, -2.3362], [0.3223, -2.5509, -3.0413], [-0.7396, -2.5883, -2.2835], [0.6046, -1.3004, -3.3040], [0.1657, -3.4452, -4.3421], [-1.1348, -3.7148, -4.4484], [0.8195, -4.5788, -4.1186], [0.6550, -2.7025, -5.5435], [0.6122, -3.4905, -6.8394], [1.5025, -4.7442, -6.9194], [3.3063, -4.4715, -6.4925], [3.9978, -3.3328, -7.5189], [4.9811, -2.2367, -6.7066], [-0.0195, -1.8625, -5.6638], [1.6173, -2.2577, -5.3339], [-0.4164, -3.8196, -6.9645], [0.8070, -2.8596, -7.6918], [1.1241, -5.5836, -6.3516], [1.4757, -5.0716, -7.9582], [4.0436, -5.7443, -6.4198], [3.3530, -3.8885, -5.1308], [5.5430, -2.8422, -5.4819], [4.2132, -1.0541, -6.2685], [6.1105, -1.7794, -7.5300], [1.3169, 2.7127, 1.7779], [0.8169, 2.9987, 0.3715], [1.5210, 2.3046, -0.6399], [1.4856, 0.8893, -0.5636], [0.0873, 0.3029, -0.6378], [2.3768, 2.9571, 1.8615], [0.7609, 3.3080, 2.5039], [1.1984, 1.6625, 2.0485], [0.9522, 4.0602, 0.1572], [-0.2583, 2.7993, 0.2916], [2.0023, 0.5437, 0.3382], [2.0704, 0.5314, -1.4117], [-0.5378, 0.6248, 0.1966], [0.1360, -0.7839, -0.6159], [-0.4088, 0.6112, -1.5594], [1.4279, -4.6604, 3.4833], [1.0363, -3.1943, 3.4027], [1.2205, -2.6208, 2.1232], [0.4871, -3.2108, 1.0647], [-1.0143, -3.1640, 1.2360], [2.4709, -4.7918, 3.1919], [1.2987, -5.0297, 4.5015], [0.8208, -5.2828, 2.8248], [1.6668, -2.6212, 4.0837], [0.0020, -3.0501, 3.7389], [0.8295, -4.2379, 0.8955], [0.7410, -2.6468, 0.1688], [-1.3732, -3.7128, 2.1089], [-1.4946, -3.5931, 0.3556], [-1.3467, -2.1296, 1.3486], [-4.5812, -5.3719, 5.9734], [-4.0506, -4.6405, 7.1952], [-2.6400, -4.5246, 7.2290], [-2.0438, -3.8267, 6.1511], [-2.5094, -2.3874, 6.0108], [-4.1485, -6.3714, 5.9104], [-5.6664, -5.4628, 6.0309], [-4.3407, -4.8490, 5.0468], [-4.3227, -5.1977, 8.0920], [-4.5170, -3.6534, 7.2885], [-2.1947, -4.3776, 5.2148], [-0.9702, -3.8349, 6.3453], [-3.5788, -2.3213, 5.8080], [-1.9832, -1.8966, 5.1906], [-2.3159, -1.8322, 6.9297], [0.7573, 1.8455, -6.6068], [1.9070, 0.9950, -7.1196], [1.4905, -0.1607, -7.8293], [0.7115, 0.0663, -8.9905], [1.4138, 0.8953, -10.0517], [0.1056, 1.2554, -5.9600], [1.1405, 2.6930, -6.0378], [0.1455, 2.2400, -7.4191], [2.4887, 0.6335, -6.2713], [2.5911, 1.5917, -7.7327], [-0.2514, 0.5148, -8.7212], [0.4907, -0.9219, -9.3964], [1.6508, 1.8992, -9.6975], [0.7787, 0.9939, -10.9327], [2.3500, 0.4199, -10.3480], [-2.9411, 3.3801, 8.4388], [-3.1074, 1.9265, 8.0286], [-2.5111, 1.6078, 6.7851], [-1.1117, 1.8122, 6.6899], [-0.3089, 0.9980, 7.6896], [-3.3543, 4.0407, 7.6752], [-3.4578, 3.5670, 9.3808], [-1.8930, 3.6494, 8.5761], [-4.1691, 1.7074, 7.9119], [-2.7355, 1.2577, 8.8132], [-0.8763, 2.8789, 6.7761], [-0.8283, 1.5132, 5.6802], [-0.5492, 1.2627, 8.7200], [0.7593, 1.1629, 7.5442], [-0.5167, -0.0661, 7.5662], [0.0926, 9.1725, 2.0637], [-0.3910, 9.4510, 0.6502], [0.3093, 8.7341, -0.3494], [0.2538, 7.3219, -0.2628], [-1.1523, 6.7520, -0.3431], [1.1560, 9.3990, 2.1536], [-0.4581, 9.7859, 2.7777], [-0.0473, 8.1281, 2.3460], [-0.2365, 10.5055, 0.4205], [-1.4684, 9.2688, 0.5667], [0.7607, 6.9767, 0.6460], [0.8401, 6.9503, -1.1036], [-1.7796, 7.0881, 0.4836], [-1.1183, 5.6620, -0.3139], [-1.6371, 7.0605, -1.2705]]
}